Here is a structure of composition C19H29N3OPPtSe3Te from the OMol25 dataset. Energies are from ωB97M-V/def2-TZVPD.

Values from the calculation:
Relative energy (zero: lowest compared OMol25 entry of this formula, charge and spin)   0.00 kcal per mole
Highest occupied orbital energy (spin up / spin down)   -0.35894 / -0.35894 hartree
HOMO-LUMO gap (spin up / spin down)   5.530 / 5.531 eV
Multiplicity   1
Charge   +1

Geometry as XYZ:
```
58
C19H29N3OPPtSe3Te (ωB97M-V/def2-TZVPD)
Pt -0.21 1.45 0.14
C 1.85 2.22 -2.03
N 1.70 1.38 -0.80
C 2.80 1.72 0.14
C 1.77 -0.01 -1.33
C 2.96 -0.67 -1.54
C 2.94 -1.94 -2.10
C 1.73 -2.52 -2.45
C 0.52 -1.85 -2.24
C 0.54 -0.58 -1.68
N -0.56 0.17 -1.29
C -1.90 -0.02 -1.61
C -2.39 -0.61 -2.78
C -3.75 -0.72 -2.97
C -4.65 -0.25 -2.02
C -4.18 0.35 -0.86
C -2.81 0.47 -0.67
N -2.24 1.06 0.58
C -3.09 2.20 1.04
C -2.27 0.02 1.64
H 2.78 1.94 -2.51
H 1.88 3.27 -1.77
H 1.02 2.03 -2.70
H 3.75 1.74 -0.39
H 2.81 0.98 0.93
H 2.61 2.71 0.55
H 3.90 -0.21 -1.28
H 3.87 -2.47 -2.27
H 1.71 -3.51 -2.88
H -0.41 -2.33 -2.48
H -1.70 -0.95 -3.54
H -4.13 -1.16 -3.88
H -5.71 -0.34 -2.18
H -4.88 0.71 -0.12
H -4.03 1.80 1.41
H -3.27 2.88 0.22
H -2.57 2.71 1.85
H -3.30 -0.30 1.80
H -1.88 0.44 2.57
H -1.66 -0.82 1.32
Se -0.82 3.67 -0.70
Se 0.92 5.04 -0.20
Te 1.02 4.82 2.31
Se 0.12 2.49 2.38
C 2.99 -1.57 2.34
P 1.21 -1.51 2.13
C 0.51 -1.37 3.77
C 0.72 -3.10 1.47
O 0.80 -0.38 1.22
H 3.27 -2.40 2.99
H 3.34 -0.64 2.78
H 3.46 -1.71 1.37
H 0.75 -2.25 4.37
H -0.58 -1.29 3.70
H 0.89 -0.48 4.26
H 1.10 -3.92 2.09
H 1.11 -3.20 0.46
H -0.37 -3.17 1.44
```

natural (NBO) population analysis, charges in e, atoms 1 to 2: 1.121, -0.415

---

Here is a structure of composition C19H29N6OS5SbSiTi in a non-equilibrium geometry from the OMol25 dataset. Energies are from ωB97M-V/def2-TZVPD.

Values from the calculation:
Relative energy (zero: lowest compared OMol25 entry of this formula, charge and spin)   24.62 kcal per mole
Highest occupied orbital energy (spin up / spin down)   -0.13696 / -0.13747 hartree
HOMO-LUMO gap (spin up / spin down)   5.303 / 5.316 eV
Multiplicity   2
Charge   -1

Geometry as XYZ:
```
63
C19H29N6OS5SbSiTi (ωB97M-V/def2-TZVPD)
Ti -0.01 -0.04 -0.26
N 0.22 4.12 0.33
C 1.49 3.88 0.82
C 1.69 2.55 0.66
N 0.57 1.99 0.08
C -0.29 2.96 -0.09
C -1.58 2.77 -0.75
N -2.02 1.60 -1.08
C -3.19 1.80 -1.78
C -3.45 3.14 -1.85
N -2.42 3.76 -1.18
H -0.27 5.00 0.37
H 2.11 4.66 1.23
H 2.55 1.96 0.90
H -3.73 0.96 -2.20
H -4.24 3.70 -2.31
H -2.24 4.75 -1.17
S -0.47 -3.50 -4.09
Sb -1.20 -1.89 -2.66
S 0.06 0.17 -2.66
S -0.53 -2.42 -0.39
S -3.48 -1.62 -2.80
C -0.43 -0.20 3.74
C 0.91 -0.42 3.09
C 2.04 -0.59 3.86
C 3.27 -0.71 3.21
C 3.34 -0.69 1.84
C 2.13 -0.61 1.08
N 0.95 -0.43 1.75
N 1.96 -0.59 -0.26
Si 3.20 -1.06 -1.42
C 4.11 0.50 -1.90
C 2.62 -1.93 -2.94
C 4.43 -2.30 -0.69
H -0.31 0.15 4.76
H -1.01 -1.13 3.76
H -1.02 0.52 3.17
H 1.97 -0.61 4.94
H 4.18 -0.78 3.79
H 4.29 -0.71 1.33
H 3.38 1.26 -2.21
H 4.80 0.32 -2.73
H 4.69 0.91 -1.06
H 2.06 -1.30 -3.62
H 1.98 -2.78 -2.68
H 3.50 -2.32 -3.46
H 5.33 -1.85 -0.27
H 4.74 -2.97 -1.50
H 3.96 -2.91 0.09
O -1.61 -0.04 1.01
S -2.69 -1.00 0.43
C -4.21 -0.12 1.02
C -5.10 -1.18 1.64
C -4.15 -2.00 2.52
C -2.95 -2.34 1.63
H -4.65 0.37 0.15
H -3.88 0.62 1.75
H -5.51 -1.82 0.85
H -5.93 -0.76 2.21
H -4.62 -2.91 2.90
H -3.83 -1.40 3.38
H -3.12 -3.22 1.01
H -2.01 -2.47 2.16
```

natural (NBO) population analysis, charges in e, atoms 1 to 2: 1.158, -0.507

---

Here is a structure of composition C19H29O2Zr in a non-equilibrium geometry from the OMol25 dataset. Energies are from ωB97M-V/def2-TZVPD.

Values from the calculation:
Relative energy (zero: lowest compared OMol25 entry of this formula, charge and spin)   0.00 kcal per mole
Highest occupied orbital energy (spin up / spin down)   0.00562 / 0.00554 hartree
HOMO-LUMO gap (spin up / spin down)   2.800 / 2.801 eV
Multiplicity   1
Charge   -1

Geometry as XYZ:
```
51
C19H29O2Zr (ωB97M-V/def2-TZVPD)
Zr -0.15 0.00 0.06
C -1.45 -1.88 -1.31
C -0.53 -1.35 -2.25
C 0.79 -1.62 -1.77
H -0.79 -0.87 -3.20
C 0.68 -2.22 -0.46
C -0.72 -2.37 -0.17
H -1.14 -2.96 0.65
H -2.53 -1.97 -1.50
H 1.69 -1.52 -2.36
H 1.51 -2.63 0.13
C -0.40 1.35 2.24
C -0.72 -0.02 2.51
C 0.45 -0.81 2.25
H -1.63 -0.39 2.98
C 1.51 0.08 1.87
C 0.96 1.42 1.84
H 1.52 2.33 1.63
H -1.07 2.20 2.35
H 0.55 -1.87 2.50
H 2.56 -0.19 1.85
O 1.80 0.77 -0.85
C 3.32 0.61 -0.81
C 3.48 1.16 -2.23
C 3.77 -0.82 -0.64
C 3.93 1.57 0.18
C 2.00 1.45 -2.20
H 3.77 0.40 -2.96
H 4.11 2.04 -2.30
H 1.73 2.50 -2.09
H 1.40 0.94 -2.97
H 4.87 -0.84 -0.67
H 3.39 -1.46 -1.43
H 3.45 -1.20 0.34
H 4.97 1.76 -0.11
H 3.96 1.13 1.18
H 3.40 2.52 0.21
C -4.27 0.58 -0.82
C -3.47 0.23 0.43
C -3.82 1.17 1.57
C -3.81 -1.18 0.90
O -2.05 0.34 0.11
H -5.34 0.56 -0.57
H -4.10 -0.13 -1.63
H -4.01 1.57 -1.21
H -4.91 1.17 1.74
H -3.37 0.86 2.52
H -3.52 2.21 1.39
H -3.65 -1.92 0.12
H -3.23 -1.47 1.79
H -4.87 -1.22 1.18
```

natural (NBO) population analysis, charges in e, atoms 1 to 2: 1.185, -0.339

---

Here is a structure of composition C19H30IN2O5 in a non-equilibrium geometry from the OMol25 dataset. Energies are from ωB97M-V/def2-TZVPD.

Values from the calculation:
Highest occupied orbital energy   -0.11979 hartree
HOMO-LUMO gap   4.989 eV
Multiplicity   1
Charge   -1

Geometry as XYZ:
```
57
C19H30IN2O5 (ωB97M-V/def2-TZVPD)
C -5.83 1.12 1.07
C -4.90 -0.10 1.22
C -3.62 0.26 1.96
C -2.41 -0.71 1.79
C -2.77 -2.09 1.21
C -1.21 -0.11 1.11
C -1.14 0.48 -0.08
C -2.28 0.72 -1.03
C -2.60 -0.47 -1.97
C -1.39 -1.31 -2.40
N -1.45 -1.74 -3.82
C 0.20 1.00 -0.51
O 0.32 2.02 -1.14
C 1.37 0.15 -0.13
C 2.48 0.01 -1.13
C 3.49 1.17 -1.02
O 4.77 0.69 -0.66
C 5.79 1.64 -0.86
C 6.00 2.49 0.42
C 1.30 -0.43 1.07
C 2.39 -1.30 1.59
O 3.52 -0.50 1.97
N 4.63 -1.37 2.24
O 4.58 -1.80 3.32
C 0.08 -0.19 1.88
O 0.11 -0.06 3.08
H -6.33 1.10 0.11
H -6.60 1.13 1.85
H -5.25 2.03 1.17
H -4.65 -0.45 0.22
H -5.40 -0.92 1.74
H -3.84 0.40 3.02
H -3.29 1.25 1.61
H -2.09 -0.93 2.80
H -3.73 -2.46 1.59
H -2.02 -2.79 1.60
H -2.68 -2.15 0.13
H -3.19 1.10 -0.57
H -1.94 1.51 -1.70
H -3.43 -1.08 -1.60
H -2.99 0.00 -2.89
H -1.41 -2.24 -1.82
H -0.44 -0.80 -2.26
H -0.72 -1.24 -4.32
H -2.31 -1.42 -4.24
H 2.02 0.05 -2.11
H 2.95 -1.01 -1.07
H 3.14 1.93 -0.31
H 3.56 1.63 -2.01
H 6.68 1.06 -1.08
H 5.60 2.27 -1.73
H 6.08 3.54 0.16
H 5.16 2.30 1.08
H 6.90 2.12 0.92
H 2.03 -1.89 2.44
H 2.67 -2.00 0.80
I 4.11 -1.65 -2.73
```

natural (NBO) population analysis, charges in e, atoms 1 to 2: -0.610, -0.404

---

Here is an isolated molecule of C19H30N4O4S from the OMol25 dataset. Energies are from ωB97M-V/def2-TZVPD.

Values from the calculation:
SMILES string   Cc1cc(C(=O)N2CCCN(CCNC(=O)[C@@H]3CCS(=O)(=O)C3)CC2)[nH]c1C
Relative energy (zero: lowest compared OMol25 entry of this formula, charge and spin)   16.94 kcal per mole
Highest occupied orbital energy   -0.29482 hartree
HOMO-LUMO gap   8.484 eV
Multiplicity   1
Charge   0

Geometry as XYZ:
```
58
C19H30N4O4S (ωB97M-V/def2-TZVPD)
C -1.05 -4.94 1.41
C -1.59 -3.68 2.01
C -1.40 -2.37 1.50
C -2.04 -1.49 2.35
C -2.27 -0.03 2.52
O -2.81 0.34 3.56
N -1.90 0.86 1.55
C -2.08 2.28 1.81
C -0.76 2.98 2.12
C 0.27 2.86 0.99
N 1.02 1.62 0.89
C 2.04 1.44 1.89
C 3.16 0.49 1.41
N 3.50 0.68 0.01
C 3.88 1.90 -0.44
O 4.21 2.80 0.31
C 3.95 2.11 -1.96
C 3.64 3.58 -2.27
C 2.13 3.72 -2.13
S 1.49 2.31 -3.01
O 0.38 1.70 -2.31
O 1.35 2.64 -4.40
C 2.98 1.29 -2.83
C 0.32 0.38 0.56
C -1.18 0.51 0.34
N -2.59 -2.24 3.35
C -2.34 -3.56 3.16
C -2.83 -4.60 4.11
H -1.72 -5.79 1.57
H -0.92 -4.83 0.33
H -0.08 -5.21 1.83
H -0.84 -2.14 0.61
H -2.53 2.73 0.92
H -2.78 2.38 2.63
H -0.97 4.04 2.29
H -0.35 2.58 3.05
H -0.21 3.06 0.03
H 1.02 3.65 1.13
H 2.48 2.41 2.11
H 1.66 1.03 2.84
H 4.04 0.65 2.03
H 2.86 -0.55 1.53
H 3.08 0.05 -0.64
H 4.98 1.87 -2.24
H 4.17 4.23 -1.58
H 3.95 3.82 -3.29
H 1.82 3.62 -1.09
H 1.70 4.61 -2.58
H 3.37 1.16 -3.83
H 2.67 0.32 -2.45
H 0.74 -0.06 -0.36
H 0.47 -0.35 1.36
H -1.58 -0.42 -0.07
H -1.39 1.28 -0.41
H -3.10 -1.80 4.10
H -2.59 -5.59 3.74
H -2.37 -4.49 5.09
H -3.92 -4.54 4.24
```

natural (NBO) population analysis, charges in e, atoms 1 to 2: -0.626, -0.104

---

Here is an isolated molecule of C19H30N4O4S from the OMol25 dataset. Energies are from ωB97M-V/def2-TZVPD.

Values from the calculation:
SMILES string   Cc1cc(C(=O)N2CCCN(CCNC(=O)[C@@H]3CCS(=O)(=O)C3)CC2)[nH]c1C
Relative energy (zero: lowest compared OMol25 entry of this formula, charge and spin)   19.60 kcal per mole
Highest occupied orbital energy   -0.30377 hartree
HOMO-LUMO gap   8.558 eV
Multiplicity   1
Charge   0

Geometry as XYZ:
```
58
C19H30N4O4S (ωB97M-V/def2-TZVPD)
C -4.75 2.24 -0.92
C -3.66 2.93 -0.18
C -2.28 2.61 -0.22
C -1.61 3.47 0.63
C -0.24 3.72 1.15
O -0.12 4.52 2.07
N 0.84 3.10 0.60
C 2.14 3.29 1.21
C 2.64 2.04 1.93
C 2.80 0.83 1.01
N 1.60 0.06 0.68
C 1.10 -0.76 1.78
C 0.29 -1.94 1.27
N 1.06 -2.63 0.26
C 1.07 -3.98 0.16
O 0.35 -4.69 0.84
C 2.06 -4.58 -0.85
C 2.17 -3.79 -2.17
C 0.92 -4.14 -2.97
S 0.87 -5.93 -2.84
O -0.48 -6.41 -2.81
O 1.80 -6.46 -3.81
C 1.64 -6.01 -1.21
C 0.51 0.72 -0.04
C 0.78 2.15 -0.50
N -2.56 4.30 1.17
C -3.79 3.99 0.70
C -5.01 4.74 1.13
H -5.56 2.92 -1.19
H -4.37 1.80 -1.85
H -5.19 1.43 -0.34
H -1.87 1.80 -0.80
H 2.86 3.56 0.43
H 2.06 4.13 1.90
H 3.61 2.27 2.38
H 1.96 1.80 2.75
H 3.28 1.14 0.08
H 3.49 0.12 1.47
H 1.96 -1.14 2.33
H 0.49 -0.18 2.49
H 0.06 -2.62 2.08
H -0.67 -1.60 0.85
H 1.73 -2.06 -0.24
H 3.03 -4.59 -0.34
H 2.27 -2.71 -2.03
H 3.05 -4.12 -2.72
H 0.01 -3.75 -2.51
H 0.95 -3.89 -4.03
H 2.49 -6.68 -1.32
H 0.92 -6.41 -0.51
H 0.24 0.13 -0.93
H -0.38 0.75 0.60
H 0.00 2.45 -1.19
H 1.72 2.21 -1.04
H -2.31 5.00 1.85
H -5.87 4.44 0.55
H -5.24 4.55 2.18
H -4.87 5.82 1.01
```

natural (NBO) population analysis, charges in e, atoms 1 to 2: -0.627, -0.100

---

Here is a cluster of 11 separate species, C19H31BBrCl20NO3 in total in a non-equilibrium geometry from the OMol25 dataset. Energies are from ωB97M-V/def2-TZVPD.

Values from the calculation:
SMILES string   [H]/N=C/C[C@]1(C#C)C(=O)OC[C@]1(Br)B(C)O.ClCCl.ClCCl.ClCCl.ClCCl.ClCCl.ClCCl.ClCCl.ClCCl.ClCCl.ClCCl
Highest occupied orbital energy   -0.34903 hartree
HOMO-LUMO gap   9.636 eV
Multiplicity   1
Charge   0

Geometry as XYZ:
```
76
C19H31BBrCl20NO3 (ωB97M-V/def2-TZVPD)
H 2.15 -2.18 -1.99
N 1.17 -2.22 -1.71
C 0.96 -1.39 -0.78
C -0.40 -1.19 -0.15
C -1.21 -0.15 -0.96
C -0.27 0.71 -1.70
C 0.46 1.52 -2.20
C -1.97 0.87 -0.08
O -1.95 1.05 1.10
O -2.74 1.57 -0.97
C -2.96 0.78 -2.16
C -2.45 -0.61 -1.76
Br -2.12 -1.84 -3.21
B -3.60 -1.25 -0.82
C -5.11 -1.21 -1.26
O -3.26 -1.86 0.37
H 1.76 -0.75 -0.39
H -0.23 -0.79 0.85
H -0.92 -2.14 -0.02
H 0.94 2.44 -2.45
H -2.46 1.21 -3.03
H -4.02 0.84 -2.40
H -5.59 -0.26 -1.00
H -5.24 -1.39 -2.33
H -5.66 -1.99 -0.72
H -3.71 -1.44 1.11
Cl 1.31 4.23 1.82
C 0.74 2.62 2.27
Cl 1.73 1.35 1.55
H 0.79 2.53 3.35
H -0.28 2.50 1.93
Cl 3.19 1.84 -2.20
C 4.67 2.48 -1.47
Cl 4.44 4.14 -0.90
H 4.93 1.86 -0.62
H 5.47 2.47 -2.20
Cl 0.94 -0.27 4.13
C 1.06 -2.04 4.12
Cl 0.40 -2.67 2.61
H 2.10 -2.32 4.20
H 0.49 -2.44 4.95
Cl 6.67 -0.20 -3.99
C 8.15 0.44 -3.27
Cl 7.94 2.11 -2.72
H 8.41 -0.17 -2.42
H 8.94 0.42 -4.02
Cl 4.31 2.64 5.77
C 3.17 1.40 6.31
Cl 3.99 -0.12 6.70
H 2.65 1.76 7.19
H 2.46 1.20 5.51
Cl -5.09 2.01 -4.78
C -5.53 3.33 -3.68
Cl -5.42 2.85 -1.98
H -4.86 4.16 -3.85
H -6.55 3.62 -3.90
Cl -6.91 -4.50 -1.99
C -8.38 -3.52 -1.93
Cl -8.31 -2.15 -3.04
H -9.22 -4.15 -2.21
H -8.51 -3.15 -0.92
Cl -5.71 -0.34 -7.89
C -7.22 0.21 -7.16
Cl -7.48 -0.50 -5.57
H -7.19 1.29 -7.06
H -8.04 -0.08 -7.81
Cl 4.41 -3.72 9.51
C 4.03 -2.01 9.80
Cl 2.85 -1.82 11.10
H 4.94 -1.49 10.07
H 3.61 -1.60 8.89
Cl 9.23 -1.37 -0.51
C 8.79 -0.38 0.89
Cl 9.28 -1.14 2.40
H 9.30 0.58 0.80
H 7.72 -0.24 0.89
```

Löwdin population analysis, charges in e, atoms 1 to 2: 0.050, 0.117

---

Here is a structure of composition C19H31BHfN3O6 in a non-equilibrium geometry from the OMol25 dataset. Energies are from ωB97M-V/def2-TZVPD.

Values from the calculation:
Relative energy (zero: lowest compared OMol25 entry of this formula, charge and spin)   3.87 kcal per mole
Highest occupied orbital energy   -0.37521 hartree
HOMO-LUMO gap   5.951 eV
Multiplicity   1
Charge   +1

Geometry as XYZ:
```
61
C19H31BHfN3O6 (ωB97M-V/def2-TZVPD)
Hf 0.30 -0.19 -1.33
C 3.25 -0.53 -0.53
N 2.57 -0.10 -1.79
C 2.99 -1.02 -2.90
C 2.91 1.31 -2.14
C 2.02 2.30 -1.40
N 0.56 2.05 -1.67
C -0.26 2.87 -0.73
C 0.18 2.37 -3.07
H 4.32 -0.57 -0.71
H 2.90 -1.52 -0.24
H 3.04 0.17 0.28
H 4.07 -0.92 -3.05
H 2.47 -0.76 -3.81
H 2.75 -2.04 -2.63
H 2.82 1.43 -3.21
H 3.95 1.52 -1.88
H 2.26 3.32 -1.71
H 2.16 2.23 -0.32
H -0.02 3.93 -0.88
H -0.04 2.59 0.30
H -1.32 2.72 -0.93
H 0.36 3.42 -3.28
H -0.87 2.15 -3.22
H 0.76 1.77 -3.78
O -6.72 -1.01 -1.45
C -5.87 -1.91 -1.53
O -5.94 -3.15 -1.53
C -4.43 -1.38 -1.68
C -4.17 -0.02 -1.77
C -2.88 0.43 -1.84
N -1.82 -0.41 -1.85
C -2.08 -1.77 -1.80
C -3.35 -2.27 -1.71
C -0.89 -2.69 -1.86
O -0.91 -3.86 -1.70
O 0.30 -1.97 -2.10
H -5.02 0.65 -1.75
H -2.65 1.48 -1.90
H -3.54 -3.33 -1.68
C 0.47 1.43 3.91
C 0.81 0.22 3.07
C 2.23 -0.25 3.32
O 0.77 0.62 1.63
B 0.24 -0.45 0.95
O -0.25 -1.44 1.73
C -0.26 -0.93 3.11
C 0.10 -2.08 4.03
C -1.67 -0.44 3.37
H 1.26 2.18 3.80
H 0.42 1.15 4.96
H -0.48 1.88 3.62
H 2.92 0.56 3.07
H 2.48 -1.13 2.72
H 2.38 -0.50 4.37
H 1.04 -2.55 3.76
H -0.68 -2.83 3.98
H 0.17 -1.74 5.07
H -1.94 0.38 2.71
H -1.79 -0.11 4.41
H -2.36 -1.26 3.20
```

natural (NBO) population analysis, charges in e, atoms 1 to 2: 2.390, -0.445

---

Q: The highest multiplicity belongs to which entry?
A: C19H29N6OS5SbSiTi